# 1
Formula: C3H3NO3S
Source: the OMol25 dataset
Level of theory: the ωB97M-V functional and the def2-TZVPD basis

Summary:
- Energy relative to the best compared isomer or geometry (same formula, charge and spin): 2.900 eV
- Frontier orbital gap: 9.595 eV

Atoms and positions in Å:
C -0.23138 -1.46037 -0.28561
C -1.52123 -1.66685 -0.19036
C -0.09174 0.84352 0.17346
N 0.44692 -0.27389 -0.08560
O -2.65795 -1.85509 -0.10439
O 3.24474 0.26132 -0.89167
O 2.96559 -0.95726 1.20554
S 2.71508 -0.89319 -0.21282
H 0.40170 -2.29716 -0.55653
H 0.57199 1.68370 0.30897
H -1.16022 1.01361 0.27259

=====

# 2
Formula: C20H13Cl2MnN5O7
Source: the OMol25 dataset
Level of theory: the ωB97M-V functional and the def2-TZVPD basis

Summary:
- Energy relative to the best compared isomer or geometry (same formula, charge and spin): 0.000 eV
- Frontier orbital gap (alpha / beta): 6.533 / 6.810 eV
- Multiplicity: 4

Atoms and positions in Å:
Mn 0.23652 -0.12482 0.21606
O -0.44322 3.33039 1.96840
C -0.23628 2.40618 1.21954
N -0.55382 1.08862 1.40563
C -1.72948 0.66098 2.07174
C -2.33509 1.29473 3.13878
C -3.54339 0.77617 3.59568
C -4.11031 -0.33458 2.98864
C -3.49647 -0.96107 1.90645
C -2.29658 -0.44094 1.45228
N -1.50667 -0.89565 0.35289
C -1.78008 -2.03060 -0.35244
O -2.78115 -2.71314 -0.27406
C -0.66801 -2.39169 -1.28931
C -0.68506 -3.55359 -2.02826
C 0.41735 -3.83625 -2.81539
C 1.48403 -2.94956 -2.83645
C 1.42650 -1.80298 -2.06738
N 0.35475 -1.53550 -1.31186
C 0.25461 2.62017 -0.19469
C 0.67054 3.83490 -0.69059
C 0.95323 3.92338 -2.04373
C 0.80466 2.80257 -2.85053
C 0.41474 1.61003 -2.27295
N 0.14036 1.53934 -0.97063
H -1.86960 2.15154 3.59994
H -4.03591 1.24801 4.43553
H -5.04765 -0.73077 3.35633
H -3.93523 -1.82598 1.43834
H -1.54469 -4.20371 -1.95059
H 0.45247 -4.74610 -3.40011
H 2.36673 -3.14262 -3.42907
H 2.23332 -1.08814 -2.02799
H 0.75136 4.67146 -0.01071
H 1.28361 4.86094 -2.47100
H 0.99908 2.84103 -3.91261
H 0.31409 0.69663 -2.84206
O -0.46819 -1.99538 2.93780
N 0.17342 -2.33628 1.98227
O 0.26625 -3.44626 1.51586
O 0.91505 -1.38583 1.35415
Cl 5.10299 -0.60167 0.29547
C 4.31326 0.96679 0.06154
Cl 4.44557 1.49952 -1.63648
C 2.85097 0.89124 0.50012
O 2.50218 1.51268 1.47842
O 2.11267 0.14695 -0.26476
H 4.82657 1.69885 0.67178

=====

# 3
Formula: C26H40OP
Source: the OMol25 dataset
Level of theory: the ωB97M-V functional and the def2-TZVPD basis

Summary:
- Net charge: +1
- Frontier orbital gap: 4.582 eV

Atoms and positions in Å:
C -5.80227 -0.88174 -0.33293
C -4.43814 -1.15344 0.29280
C -3.27045 -0.71115 -0.59468
C -1.89137 -1.02639 0.01411
P -1.63181 -0.19032 1.63866
C -0.00926 -0.82601 2.26504
C -0.14477 -1.61973 3.57768
C -0.67453 -0.80092 4.76075
C -0.74012 -1.60828 6.05792
C -1.16983 1.50873 1.06282
C -0.97124 2.53233 2.19154
C -0.46737 3.90305 1.69653
C 0.91214 3.88692 1.04352
H -6.58950 -1.27664 0.31376
H -5.97753 0.19008 -0.46215
H -5.89597 -1.35533 -1.31495
H -4.37073 -0.64894 1.26482
H -4.34573 -2.22607 0.49952
H -3.35579 -1.22147 -1.56509
H -3.37449 0.36328 -0.79887
H -1.82370 -2.11021 0.21012
H -1.09777 -0.73563 -0.68713
H 0.42561 -1.47434 1.49044
H 0.65425 0.04034 2.42681
H -0.80296 -2.48924 3.43589
H 0.84459 -2.01690 3.84853
H -0.03048 0.07512 4.91783
H -1.67347 -0.41451 4.51888
H -1.08192 -0.96557 6.87345
H -1.43833 -2.44722 5.97416
H 0.24104 -2.01436 6.32566
H -0.26680 1.41812 0.43636
H -2.00937 1.84289 0.42895
H -1.92942 2.70945 2.70140
H -0.28207 2.14713 2.95778
H -1.20070 4.30953 0.98787
H -0.45789 4.57559 2.56276
H 1.21695 4.91332 0.82080
H 1.66870 3.44931 1.70448
H 0.90889 3.32323 0.10415
C 2.35432 4.05519 -5.11515
O 1.23998 3.14568 -5.02529
C 1.29215 2.05326 -4.22906
C 0.15729 1.20528 -4.27885
C 0.13328 0.05150 -3.54484
C 1.21970 -0.32044 -2.69697
C 1.12381 -1.54303 -1.98040
C 2.19594 -2.36765 -1.54050
C 1.87481 -3.56376 -0.83403
C 2.86204 -4.33238 -0.23720
C 4.20725 -3.93121 -0.30115
C 4.56233 -2.81869 -1.08202
C 3.58746 -2.09737 -1.76585
C 2.31059 0.59572 -2.59566
C 2.39894 1.71524 -3.41010
H 1.96219 4.84335 -5.75860
H 2.63537 4.47094 -4.13087
H 3.22687 3.57248 -5.58863
H -0.66287 1.50672 -4.93322
H -0.73116 -0.60808 -3.60614
H 0.12827 -1.98419 -1.92210
H 0.82096 -3.84224 -0.73841
H 2.59075 -5.24078 0.31175
H 4.97643 -4.50518 0.21380
H 5.61581 -2.51534 -1.15423
H 3.87816 -1.30302 -2.45738
H 3.08667 0.44175 -1.83944
H 3.29627 2.34227 -3.40948

=====

# 4
Formula: C5H15BO2P
Source: the OMol25 dataset
Level of theory: the ωB97M-V functional and the def2-TZVPD basis

Summary:
- Net charge: +1
- Frontier orbital gap: 11.003 eV

Atoms and positions in Å:
C -1.25211 -3.32911 1.19243
C 0.02427 -2.52339 0.90029
C -0.10256 -1.06688 1.37548
P 1.24389 0.00174 0.77859
B 0.73997 1.95205 0.53498
O 0.61692 2.67918 1.65379
O 0.68589 2.39222 -0.71500
C -0.19196 1.85608 -1.74063
C -0.02777 2.67716 -2.99577
H -1.71316 -3.68713 0.27362
H -1.99975 -2.72952 1.71438
H -1.04303 -4.19330 1.81985
H 0.24880 -2.53313 -0.16789
H 0.87317 -2.97807 1.41399
H -1.04569 -0.62344 1.04905
H -0.06580 -1.01410 2.46669
H 2.29941 -0.07525 1.69080
H 1.74016 -0.54988 -0.40500
H 0.07350 2.41533 2.39340
H -1.21612 1.90171 -1.36840
H 0.06958 0.80614 -1.91679
H 1.02971 2.83955 -3.20069
H -0.45888 2.14309 -3.84299
H -0.52844 3.63894 -2.90418

=====

# 5
Formula: C8H19F2N3O4S2
Source: the OMol25 dataset
Level of theory: the ωB97M-V functional and the def2-TZVPD basis

Summary:
- Energy relative to the best compared isomer or geometry (same formula, charge and spin): 0.000 eV
- Frontier orbital gap: 8.247 eV

Atoms and positions in Å:
C 1.77610 -0.66108 -0.45399
C 2.47870 0.55159 -1.09549
C 2.05095 1.89147 -0.44145
C 1.36097 2.86301 -1.38785
N 0.14750 2.29933 -2.04319
N -0.66562 1.44510 -1.21088
C -1.36778 2.02922 -0.02778
C -2.49417 1.03916 0.30468
C -2.53868 0.07196 -0.89895
C -1.78162 0.79533 -2.00581
H 2.47193 -1.32783 0.04777
H 1.08161 -0.35910 0.32953
H 1.24811 -1.28218 -1.18141
H 3.56030 0.46320 -1.01650
H 2.24295 0.58182 -2.16226
H 2.91387 2.39886 -0.00991
H 1.39571 1.69285 0.41138
H 2.04084 3.08650 -2.21123
H 1.13214 3.81005 -0.89329
H -0.49049 3.04668 -2.28809
H -0.09459 0.65505 -0.89464
H -1.75972 2.99456 -0.34118
H -0.67660 2.16907 0.79928
H -3.44159 1.56616 0.40615
H -2.32034 0.49574 1.22894
H -3.54753 -0.19192 -1.20181
H -2.01046 -0.85225 -0.66726
H -2.34508 1.59094 -2.48841
H -1.32265 0.14620 -2.74674
N -0.28610 -4.00044 2.01908
S -0.00946 -2.47226 2.23769
O 1.36560 -2.08773 2.23048
O -0.89592 -1.78779 3.11998
F -0.52840 -1.98907 0.77330
S 0.10077 -4.99300 3.19793
O 0.03561 -6.32908 2.72498
O -0.47901 -4.65084 4.45066
F 1.65215 -4.69927 3.38628

=====

# 6
Formula: C6H2Cl3N2
Source: the OMol25 dataset
Level of theory: the ωB97M-V functional and the def2-TZVPD basis

Summary:
- Structure (SMILES): N#[N+]c1c(Cl)ccc(Cl)c1Cl
- Net charge: +1
- Frontier orbital gap: 7.159 eV

Atoms and positions in Å:
C -0.57356 -0.09508 0.02034
C 0.77923 -0.05880 -0.26456
C -1.16213 -1.51115 -2.01289
C -1.48760 -0.78782 -0.82299
C 1.28404 -0.61169 -1.43919
C 0.53280 -1.34652 -2.37358
N -2.14782 -3.02352 -3.56993
N -1.76708 -2.33930 -2.78368
Cl -3.13738 -0.97159 -0.36934
Cl 2.95486 -0.44522 -1.63202
Cl 1.12491 -2.22845 -3.65760
H -1.03493 0.25006 0.89584
H 1.43583 0.42439 0.34153

=====

# 7
Formula: C17H53N13O8
Source: the OMol25 dataset
Level of theory: the ωB97M-V functional and the def2-TZVPD basis

Summary:
- Structure (SMILES): COC[C@H](C)N.COC[C@H](C)N.COC[C@H](C)N.NC(N)=O.NC(N)=O.NC(N)=O.NC(N)=O.NC(N)=O
- Energy relative to the best compared isomer or geometry (same formula, charge and spin): 7.375 eV
- Frontier orbital gap: 8.953 eV

Atoms and positions in Å:
C 3.47931 5.64268 -2.74043
C 4.77154 5.60876 -1.87025
C 5.19268 4.32538 -1.14466
O 6.16510 4.48346 -0.07770
C 7.48628 4.71706 -0.45155
N 5.87593 5.93058 -2.77538
H 3.72109 4.98073 -3.57198
H 3.21369 6.66635 -3.00429
H 2.69056 5.21324 -2.12273
H 4.74596 6.51737 -1.26869
H 5.24657 3.42102 -1.75074
H 4.38646 4.01256 -0.48115
H 8.17583 4.73508 0.39242
H 7.55385 5.75050 -0.79147
H 7.81258 4.11127 -1.29692
H 6.63947 6.13652 -2.14715
H 5.71720 6.78837 -3.28441
C -3.32672 -1.21156 5.29064
C -4.57473 -1.90497 5.70740
C -5.93127 -1.43723 5.14325
O -6.35438 -1.77343 3.80050
C -5.82087 -0.80905 2.82939
N -4.35166 -3.31033 5.58348
H -3.43323 -0.17915 5.62365
H -3.14904 -1.18551 4.21553
H -2.41856 -1.70601 5.63541
H -4.84558 -1.63004 6.72679
H -6.13975 -0.40954 5.44072
H -6.61605 -1.99204 5.78463
H -6.20276 -1.22678 1.89785
H -4.74053 -0.94665 2.87444
H -6.19307 0.14950 3.19098
H -4.47876 -3.48149 4.59624
H -3.41738 -3.60192 5.83289
C 1.62765 -1.31426 -3.53480
C 0.17255 -1.24718 -3.12571
C -0.25737 -1.68801 -1.74706
O -1.68551 -1.43800 -1.51322
C -2.53427 -2.35217 -2.18866
N -0.14983 0.12298 -3.17693
H 1.64277 -1.45285 -4.61585
H 1.94929 -2.25038 -3.07838
H 2.20700 -0.44463 -3.22461
H -0.24496 -1.81487 -3.95728
H 0.30868 -1.35441 -0.87735
H -0.13550 -2.77077 -1.77654
H -3.57114 -2.02343 -2.11842
H -2.58568 -3.38173 -1.83445
H -2.33410 -2.39129 -3.25940
H 0.32961 0.61551 -2.43690
H -1.14709 0.24058 -3.06859
C -1.69863 5.13974 -6.43415
O -1.32326 6.16477 -5.85216
N -2.74688 5.12464 -7.26911
N -1.29563 3.85098 -6.22379
H -3.18801 6.00455 -7.49552
H -3.03254 4.25115 -7.68807
H -1.94756 3.19017 -6.62182
H -0.69352 3.55765 -5.46780
C -2.28282 3.17572 2.42900
O -3.39169 3.38814 2.05288
N -1.53963 2.27636 1.82164
N -1.71757 3.86886 3.27032
H -1.96831 1.70441 1.10805
H -0.74542 1.91573 2.33085
H -0.85579 3.51782 3.66302
H -2.16619 4.61866 3.77692
C -2.95825 -8.74052 -2.58093
O -1.75968 -8.83263 -2.67049
N -3.92520 -9.20555 -3.39571
N -3.56650 -8.45727 -1.52396
H -3.72864 -9.83823 -4.15806
H -4.82499 -8.80270 -3.17617
H -4.55691 -8.47917 -1.32718
H -2.94501 -8.15150 -0.78887
C 3.98430 -3.88241 1.47527
O 4.73151 -3.28258 0.77497
N 2.92286 -4.52966 1.06845
N 4.13582 -3.93319 2.76451
H 2.23990 -4.83637 1.74639
H 2.82797 -4.66735 0.07239
H 4.97445 -3.60022 3.21828
H 3.32154 -4.33217 3.20934
C 2.89006 1.00830 3.98592
O 2.20921 2.00615 4.06189
N 3.03517 0.06082 4.96293
N 3.55854 0.70216 2.98830
H 3.55759 -0.76416 4.70490
H 2.61396 0.27416 5.85577
H 3.17124 1.15795 2.17445
H 4.21290 -0.06264 2.90461

=====

# 8
Formula: C14H26AlBrN2O3
Source: the OMol25 dataset
Level of theory: the ωB97M-V functional and the def2-TZVPD basis

Summary:
- Net charge: -2
- Frontier orbital gap: 3.035 eV

Atoms and positions in Å:
C 0.14803 -0.88781 3.11206
C -0.07380 -1.67538 1.78141
Al -1.45052 -0.80976 0.55268
O -2.04263 -2.13574 -0.56955
C -0.69556 0.67911 -0.67313
C 0.33746 1.53753 -0.06082
C 1.60715 0.80265 0.36542
Br 0.96214 2.96734 -1.44706
C -3.05388 -0.12273 1.63910
O -4.21825 -0.55610 1.41246
O -2.75487 0.75699 2.53339
H 1.18945 -0.96670 3.44515
H -0.50741 -1.26607 3.89067
H -0.09305 0.16498 2.97727
H 0.89741 -1.88818 1.32964
H -0.49314 -2.64150 2.05292
H -1.30314 -2.49386 -1.06521
H -0.29855 0.24425 -1.59161
H -1.55021 1.31014 -0.91199
H -0.05065 2.12814 0.75840
H 2.50049 1.33337 0.05205
H 1.63189 -0.21318 -0.01156
H 1.61219 0.74113 1.45166
C -0.37419 -6.59401 3.64570
C 0.29917 -7.41868 2.55412
C 1.44139 -6.66378 1.86708
C 0.94392 -5.44115 1.23462
N 0.56030 -4.47387 0.74804
H -0.83161 -5.69231 3.23736
H -1.16270 -7.17146 4.13023
H 0.34496 -6.29434 4.41093
H -0.44465 -7.70711 1.80910
H 0.69598 -8.34212 2.98597
H 1.90687 -7.28708 1.10234
H 2.20916 -6.39318 2.59443
C -0.17234 8.07166 -4.91700
C -0.50918 7.01161 -3.87306
C 0.67943 6.10901 -3.52592
C 1.14522 5.39781 -4.71853
N 1.52573 4.86834 -5.66395
H 0.11860 7.61658 -5.86491
H -1.03696 8.70877 -5.11060
H 0.64758 8.70950 -4.57871
H -1.33491 6.39771 -4.23557
H -0.85124 7.50085 -2.95958
H 0.39174 5.38014 -2.76652
H 1.50722 6.69847 -3.12894